Entry 1:
Computed, not measured: 5 unconnected molecules or ions with the total composition C4H17NO5, with ωB97M-V with the def2-TZVPD basis set.

Values from the calculation:
Maximum force   1.9 eV/A
SMILES string   CC(C)NC=O.O.O.O.O
2S+1   1
Net charge   0

Positions of all 27 atoms, in Å:
C (-1.241, 1.555, -0.527)
C (-0.647, 0.188, -0.721)
C (-1.547, -0.935, -0.219)
N (0.720, 0.068, -0.056)
C (0.910, -0.065, 1.278)
O (0.302, 0.494, 2.172)
H (-0.486, 2.341, -0.553)
H (-1.638, 1.732, 0.474)
H (-1.866, 1.883, -1.341)
H (-0.295, -0.017, -1.731)
H (-1.040, -1.898, -0.277)
H (-1.821, -0.705, 0.811)
H (-2.468, -0.975, -0.797)
H (1.397, -0.355, -0.681)
H (1.776, -0.698, 1.534)
O (3.015, -1.472, -1.634)
H (2.943, -2.163, -2.305)
H (3.399, -0.743, -2.143)
O (-2.538, 0.771, 2.517)
H (-2.952, 1.407, 3.106)
H (-1.722, 0.467, 2.929)
O (1.510, 3.026, 1.312)
H (1.309, 3.810, 0.780)
H (0.846, 2.421, 0.955)
O (0.733, -3.418, -2.013)
H (0.467, -2.634, -1.521)
H (0.936, -4.085, -1.351)

Löwdin population analysis, charges in e, atoms 1 to 8: atom 1 (C): -0.0583, atom 2 (C): -0.3653, atom 3 (C): -0.0423, atom 4 (N): 0.0588, atom 5 (C): -0.3554, atom 6 (O): 0.0127, atom 7 (H): 0.0630, atom 8 (H): 0.0719

***

Entry 2:
Computed, not measured: 4 unconnected molecules or ions with the total composition C4H17NO5, with ωB97M-V with the def2-TZVPD basis set.

Values from the calculation:
Maximum force   3.0 eV/A
SMILES string   C[C@H](CO)NCO.O.O.O
2S+1   1
Net charge   0

Positions of all 27 atoms, in Å:
C (2.473, 0.156, -1.754)
C (1.257, 0.477, -0.906)
C (1.682, 1.101, 0.483)
O (1.430, 0.261, 1.604)
N (0.334, -0.654, -0.681)
C (-1.008, -0.368, -0.506)
O (-1.577, 0.188, -1.771)
H (3.165, 0.959, -1.462)
H (3.043, -0.751, -1.562)
H (2.514, 0.264, -2.841)
H (0.759, 1.361, -1.342)
H (1.181, 2.058, 0.613)
H (2.761, 1.256, 0.385)
H (2.240, -0.182, 1.846)
H (0.727, -1.486, -0.274)
H (-1.726, -1.187, -0.384)
H (-1.328, 0.381, 0.253)
H (-1.048, -0.070, -2.546)
O (-2.175, 3.065, -0.987)
H (-2.774, 2.900, -0.243)
H (-2.172, 2.229, -1.476)
O (-1.371, -0.777, 2.966)
H (-0.451, -0.501, 2.880)
H (-1.792, -0.574, 2.115)
O (-0.294, -3.139, 1.050)
H (-0.764, -2.906, 1.854)
H (-0.814, -3.760, 0.530)

Löwdin population analysis, charges in e, atoms 1 to 8: atom 1 (C): -0.0610, atom 2 (C): -0.3335, atom 3 (C): -0.1865, atom 4 (O): -0.0648, atom 5 (N): -0.0102, atom 6 (C): -0.2789, atom 7 (O): -0.1184, atom 8 (H): 0.0663

***

Entry 3:
Computed, not measured: a molecular structure, C4H17NO5S, with ωB97M-V with the def2-TZVPD basis set.

Values from the calculation:
Maximum force   2.6 eV/A
2S+1   1
Net charge   -2

Positions of all 28 atoms, in Å:
C (0.848, 0.112, -2.219)
C (0.738, 0.419, -0.720)
C (2.078, 0.970, -0.283)
S (2.156, 2.802, -0.530)
N (0.351, -0.700, 0.103)
C (-0.995, -1.275, -0.099)
O (-0.983, -2.620, 0.213)
H (1.063, -0.931, -2.494)
H (1.628, 0.761, -2.580)
H (0.071, 0.702, -2.710)
H (0.019, 1.222, -0.647)
H (2.193, 0.795, 0.767)
H (2.866, 0.545, -0.906)
H (1.020, -1.431, 0.268)
H (-1.663, -0.679, 0.584)
H (-1.349, -1.078, -1.108)
H (-3.359, -3.112, -1.841)
H (-2.628, -2.858, -3.154)
O (-3.477, -2.709, -2.728)
H (0.918, 2.912, 2.809)
H (2.254, 3.364, 2.285)
O (1.693, 3.442, 3.070)
H (-2.060, -3.137, -0.038)
H (-3.685, -3.228, 0.382)
O (-3.121, -3.646, -0.285)
H (-0.011, 0.797, 2.514)
H (-0.396, 0.458, 3.904)
O (-0.233, 1.227, 3.309)

Löwdin population analysis, charges in e, atoms 1 to 8: atom 1 (C): -0.1029, atom 2 (C): -0.5427, atom 3 (C): -0.7012, atom 4 (S): 0.1152, atom 5 (N): -0.0480, atom 6 (C): -0.4048, atom 7 (O): -0.2277, atom 8 (H): 0.0820

***

Entry 4:
Computed, not measured: 5 unconnected molecules or ions with the total composition C4H17NO7, with ωB97M-V with the def2-TZVPD basis set.

Values from the calculation:
Maximum force   6.4 eV/A
SMILES string   C[C@@H](CO)NC(=O)O.O.O.O.O
2S+1   1
Net charge   0

Positions of all 29 atoms, in Å:
C (-0.859, -1.001, -0.479)
C (-0.437, 0.188, -1.252)
C (-1.267, 0.232, -2.540)
O (-0.632, -0.594, -3.561)
N (-0.678, 1.470, -0.434)
C (0.443, 2.124, -0.126)
O (1.536, 2.129, -0.650)
O (0.222, 2.973, 0.998)
H (-1.468, -1.038, 0.408)
H (-1.368, -1.879, -1.039)
H (0.066, -1.654, -0.289)
H (0.666, 0.000, -1.543)
H (-1.002, 1.197, -3.131)
H (-2.328, 0.256, -2.512)
H (-1.082, -1.448, -3.438)
H (-1.598, 1.734, 0.106)
H (1.011, 3.435, 1.206)
O (-0.218, -0.701, 3.379)
H (0.007, -0.545, 2.379)
H (0.287, -1.518, 3.691)
O (4.344, -0.584, -0.456)
H (3.627, -0.265, -0.974)
H (4.675, 0.191, 0.177)
O (1.270, -2.212, 1.863)
H (1.372, -3.215, 1.963)
H (2.308, -2.043, 1.836)
O (-2.803, 0.721, 1.156)
H (-2.680, 1.640, 1.486)
H (-3.414, 0.407, 1.775)

Löwdin population analysis, charges in e, atoms 1 to 8: atom 1 (C): -0.0934, atom 2 (C): -0.3014, atom 3 (C): -0.2146, atom 4 (O): -0.0864, atom 5 (N): 0.1208, atom 6 (C): -0.5881, atom 7 (O): 0.0670, atom 8 (O): 0.0570

***

Let's list calculated total energy in order: -16151.431, -16150.170, -26986.175, -20244.262 eV.
Let's list energy relative to the best compared isomer or geometry (same formula, charge and spin) in order: 19.9, 49.0, 0.0, 53.1 kcal per mole.
Let's list gap between HOMO and LUMO in order: 10.14, 9.42, 6.12, 10.04 eV.